DFT (wB97M-V/def2-TZVPD) results for C25H66ClN6O14 as an isolated structure at a distorted geometry.

Geometry (Å):
Cl1 -0.1932 0.2179 -0.4632
O1 0.2402 -0.1489 -1.7818
O2 0.9468 0.3582 0.4192
O3 -1.0551 1.3696 -0.5402
O4 -0.9843 -0.9200 -0.0467
C1 -5.5042 5.7563 -4.9849
O5 -4.9666 4.9357 -3.9720
C2 -3.5416 4.8980 -3.9491
C3 -3.0216 4.0435 -2.7262
N1 -1.5949 4.1150 -2.5101
C4 -1.1000 3.1934 -1.4586
C5 0.1522 3.7475 -0.8764
O6 -0.0303 5.1517 -0.6012
C6 -0.9225 5.4690 0.4826
H1 -5.2937 5.4950 -6.0219
H2 -5.1718 6.7845 -4.8422
H3 -6.5798 5.8749 -4.8539
H4 -3.1050 5.8889 -3.8247
H5 -3.0661 4.4447 -4.8189
H6 -3.3143 3.0039 -2.8734
H7 -3.4473 4.4105 -1.7922
H8 -1.4231 5.0562 -2.1867
H9 -0.8759 2.2044 -1.8583
H10 -1.6567 3.0420 -0.5338
H11 0.9234 3.7251 -1.6464
H12 0.5629 3.1390 -0.0707
H13 -0.6808 6.4621 0.8613
H14 -0.7279 4.7528 1.2809
H15 -1.9754 5.3368 0.2334
C7 2.0040 -3.4629 6.2598
O7 2.2076 -3.7200 4.9068
C8 0.9923 -3.9024 4.2109
C9 1.3560 -3.8552 2.7434
N2 1.9219 -2.5480 2.4993
C10 2.3620 -2.3734 1.0875
C11 3.0414 -1.0809 0.6264
O8 4.3283 -0.8996 1.2452
C12 5.0111 0.3762 1.0343
H16 2.9543 -3.0914 6.6433
H17 1.7940 -4.3408 6.8708
H18 1.2508 -2.7080 6.4854
H19 0.2963 -3.0850 4.3996
H20 0.6431 -4.9032 4.4652
H21 0.4463 -3.9969 2.1600
H22 2.0033 -4.7275 2.6527
H23 2.7562 -2.4074 3.0510
H24 1.5666 -2.5184 0.3564
H25 3.1545 -3.1084 0.9467
H26 2.3877 -0.2289 0.8128
H27 3.1689 -1.2004 -0.4495
H28 4.3121 1.1257 0.6628
H29 5.8154 0.2908 0.3036
H30 5.4034 0.8274 1.9456
C13 -2.6626 -7.9468 -4.1377
O9 -2.6635 -6.6505 -4.7131
C14 -2.6657 -5.4894 -3.8247
C15 -1.9711 -4.1428 -4.3839
N3 -0.5781 -3.8508 -4.0829
C16 -0.2675 -2.5473 -4.5949
C17 -0.4944 -1.2919 -3.7629
O10 -1.9111 -0.9914 -3.7045
C18 -2.2255 -0.7469 -2.3167
H31 -3.6883 -8.2631 -3.9482
H32 -2.1872 -8.0292 -3.1604
H33 -2.2135 -8.6846 -4.8026
H34 -2.1225 -5.8183 -2.9388
H35 -3.6767 -5.2258 -3.5140
H36 -2.6151 -3.3045 -4.1183
H37 -2.1764 -4.1397 -5.4543
H38 -0.0229 -4.6277 -4.4120
H39 -0.8231 -2.3181 -5.5042
H40 0.7919 -2.6065 -4.8442
H41 -0.0402 -0.4654 -4.3095
H42 -0.0189 -1.2931 -2.7821
H43 -3.3144 -0.7532 -2.2683
H44 -1.7392 0.1954 -2.0644
H45 -1.8139 -1.4415 -1.5844
C19 1.1039 5.8327 2.8647
O11 2.2661 5.0259 2.8563
C20 2.2728 4.2911 1.6447
C21 1.1818 3.1784 1.3763
N4 1.0576 2.0297 2.2594
C22 2.2748 1.2774 2.5226
C23 1.9213 0.0424 3.4010
O12 1.7188 0.3067 4.7640
C24 1.6467 -0.9450 5.4255
H46 1.2270 6.6040 2.1043
H47 1.2559 6.3764 3.7970
H48 0.1444 5.3166 2.8309
H49 3.2957 3.9191 1.5881
H50 2.2789 4.9241 0.7574
H51 1.1713 2.8184 0.3475
H52 0.2384 3.7222 1.3277
H53 0.4414 1.4182 1.7433
H54 2.9496 1.9971 2.9861
H55 2.8174 0.9855 1.6235
H56 2.6496 -0.7604 3.2858
H57 1.0522 -0.4163 2.9294
H58 2.6327 -1.4023 5.3430
H59 0.8750 -1.5602 4.9629
H60 1.3893 -0.7489 6.4663
C25 -1.0130 -2.3768 2.5622
O13 -1.0429 -3.1209 3.5040
N5 0.0752 -1.7903 2.1116
N6 -2.0566 -1.9363 1.9176
H61 0.9290 -2.0028 2.6076
H62 0.0074 -1.1342 1.3467
H63 -2.9173 -2.4198 2.1306
H64 -2.0698 -1.2865 1.1444
O14 2.1269 -1.3400 -2.0331
H65 2.0422 -1.9208 -1.2770
H66 1.3850 -0.7398 -1.9589

Kohn-Sham gap ... 0.3042 hartree
Relative energy (zero: lowest compared OMol25 entry of this formula, charge and spin) ... 310.9 kcal/mol
Largest force on an atom ... 9.320 eV/Å
Lowest unoccupied orbital energy ... 2.56 eV
Electronic energy ... -77096.9598 eV
Charge ... -1
E_HOMO ... -5.72 eV